[1]
Formula: C5H10O2
Source: the OMol25 dataset
Level of theory: ωB97M-V/def2-TZVPD

Values from the calculation:
Relative energy (zero: lowest compared OMol25 entry of this formula, charge and spin) = 739.9 kJ/mol
Maximum force = 0.67 eV Å⁻¹
Multiplicity = 1
DFT total energy = -9435.375 eV

Last column: Löwdin charge in e.
Cartesian coordinates (Å):
C 1.3985 1.4129 0.0877  -0.07
O 0.2685 0.7484 -0.4722  -0.27
C 0.2997 -0.7718 -0.7146  -0.23
C 0.4067 -1.6279 0.5437  -0.15
O -0.9948 -1.9249 0.5187  -0.13
C -1.1125 -1.1301 -0.6751  -0.15
C -1.4241 1.0588 0.1863  0.10
H 1.8180 0.8247 0.9138  0.09
H 2.1320 1.5808 -0.7093  0.09
H 1.0618 2.3772 0.4804  0.09
H 0.9868 -0.8902 -1.5444  0.14
H 0.7364 -1.1085 1.4546  0.12
H 0.9958 -2.5488 0.4143  0.13
H -1.7002 -1.5949 -1.4609  0.10
H -2.2122 1.1373 -0.5577  0.05
H -1.6140 0.4148 1.0495  0.06
H -1.0464 2.0423 0.4852  0.05

=====

[2]
Formula: C5H10O2
Source: the OMol25 dataset
Level of theory: ωB97M-V/def2-TZVPD

Values from the calculation:
Relative energy (zero: lowest compared OMol25 entry of this formula, charge and spin) = 127.8 kJ/mol
Maximum force = 0.34 eV Å⁻¹
Multiplicity = 1
SMILES string = OC[C@H]1CCCO1
DFT total energy = -9441.718 eV

Last column: Löwdin charge in e.
Cartesian coordinates (Å):
O 2.7887 -0.3191 -0.8187  -0.05
C 1.7548 -0.8362 -0.0135  -0.23
C 0.3879 -0.3691 -0.4781  -0.34
C -0.7807 -0.8419 0.3858  -0.13
C -1.7921 0.2886 0.1946  -0.16
C -0.8723 1.5084 0.1398  -0.19
O 0.3586 1.0609 -0.4295  -0.11
H 2.6462 0.6378 -0.8592  0.09
H 1.8905 -0.5589 1.0453  0.13
H 1.8126 -1.9269 -0.0879  0.13
H 0.2547 -0.6707 -1.5272  0.16
H -0.4626 -0.9004 1.4349  0.12
H -1.1512 -1.8243 0.0820  0.12
H -2.5318 0.3731 0.9997  0.11
H -2.3312 0.1586 -0.7529  0.12
H -0.6897 1.8956 1.1552  0.12
H -1.2824 2.3246 -0.4703  0.12

=====

[3]
Formula: C5H10O2
Source: the OMol25 dataset
Level of theory: ωB97M-V/def2-TZVPD

Values from the calculation:
Relative energy (zero: lowest compared OMol25 entry of this formula, charge and spin) = 223.0 kJ/mol
Maximum force = 0.90 eV Å⁻¹
Multiplicity = 1
SMILES string = CCO[C@@H](C)C=O
DFT total energy = -9440.732 eV

Last column: Löwdin charge in e.
Cartesian coordinates (Å):
C -1.5585 1.1374 -0.0426  -0.07
C -1.6056 -0.2764 0.5340  -0.23
O -0.5336 -1.0938 0.0788  -0.11
C 0.7053 -0.4671 0.2941  -0.39
C 1.8247 -1.3444 -0.2327  -0.02
C 0.8578 0.8064 -0.5258  -0.30
O 1.3948 1.8161 -0.1306  0.04
H -2.1999 1.8215 0.4978  0.09
H -0.6071 1.6520 0.1092  0.05
H -1.8053 1.1462 -1.1097  0.10
H -1.5987 -0.2303 1.6337  0.12
H -2.5214 -0.7909 0.2261  0.12
H 0.8446 -0.2187 1.3581  0.16
H 2.7629 -0.7834 -0.1685  0.09
H 1.9140 -2.2716 0.3336  0.09
H 1.6314 -1.5844 -1.2847  0.09
H 0.4947 0.6815 -1.5709  0.15

=====

[4]
Formula: C5H10O2
Source: the OMol25 dataset
Level of theory: ωB97M-V/def2-TZVPD

Values from the calculation:
Relative energy (zero: lowest compared OMol25 entry of this formula, charge and spin) = 211.8 kJ/mol
Maximum force = 1.16 eV Å⁻¹
Multiplicity = 1
SMILES string = C=C/C=C(/C)O.O
DFT total energy = -9440.848 eV

Last column: Löwdin charge in e.
Cartesian coordinates (Å):
C -1.1115 0.6308 2.0486  -0.01
C -0.2099 1.0457 1.1651  -0.21
C 0.8350 0.1991 0.5850  -0.09
C 1.0769 0.1768 -0.7282  -0.40
C 2.0514 -0.7122 -1.4200  -0.02
O 0.4691 1.0445 -1.5998  0.04
H -1.9921 1.2049 2.3209  0.06
H -1.0825 -0.3593 2.4996  0.07
H -0.2498 2.0932 0.8888  0.10
H 1.0824 -0.6778 1.1762  0.12
H 2.2650 -1.5601 -0.7737  0.08
H 2.9820 -0.2120 -1.6673  0.09
H 1.5590 -1.0888 -2.3127  0.09
H -0.3464 1.3556 -1.1812  0.09
O -2.3819 -1.8340 0.1799  -0.06
H -3.2380 -1.3855 0.1744  0.04
H -1.7595 -1.1025 0.0489  0.01

=====

[5]
Formula: C5H10O2
Source: the OMol25 dataset
Level of theory: ωB97M-V/def2-TZVPD

Values from the calculation:
Relative energy (zero: lowest compared OMol25 entry of this formula, charge and spin) = 677.2 kJ/mol
Maximum force = 2.29 eV Å⁻¹
Multiplicity = 1
DFT total energy = -9436.024 eV

Last column: Löwdin charge in e.
Cartesian coordinates (Å):
C 0.6285 0.2867 0.5181  -0.36
C 1.2876 1.0026 -0.6263  -0.04
C -1.3885 -0.3835 -1.2330  -0.04
C -0.9670 -0.2155 0.1955  -0.31
C -1.8186 -0.0791 1.2312  0.11
O 0.4766 -1.0364 0.5179  -0.05
O 2.3760 -1.0424 1.2237  -0.12
H 3.1400 -1.5107 0.8531  0.00
H 0.7140 0.7553 1.4977  0.14
H 2.3185 1.2003 -0.3375  0.08
H 0.7809 1.9485 -0.8360  0.09
H 1.3033 0.3830 -1.5213  0.09
H -0.9226 -1.2717 -1.6600  0.09
H -2.4701 -0.5156 -1.2950  0.08
H -1.1179 0.4781 -1.8454  0.08
H -2.8836 0.0345 1.0671  0.07
H -1.4570 -0.0342 2.2502  0.08

=====

[6]
Formula: C5H10O2
Source: the OMol25 dataset
Level of theory: ωB97M-V/def2-TZVPD

Values from the calculation:
Relative energy (zero: lowest compared OMol25 entry of this formula, charge and spin) = 542.6 kJ/mol
Maximum force = 0.44 eV Å⁻¹
Multiplicity = 1
DFT total energy = -9437.419 eV

Last column: Löwdin charge in e.
Cartesian coordinates (Å):
C 2.3725 -0.0146 -0.3781  -0.20
C 1.3885 0.6259 0.5815  -0.10
O -0.0710 0.3752 -0.2895  -0.20
C -1.1978 1.1020 0.2780  -0.11
C -1.9689 -0.2003 0.4840  -0.05
C -0.6491 -0.9078 0.1471  -0.38
O -0.5885 -1.8690 -0.8178  0.06
H 2.4353 0.4107 -1.3940  0.06
H 2.2163 -1.0977 -0.4784  0.06
H 3.3558 0.1109 0.0950  0.07
H 1.4289 1.7159 0.3877  0.03
H -1.5871 1.8227 -0.4439  0.13
H -0.8656 1.5879 1.1981  0.12
H -2.3566 -0.3826 1.4873  0.12
H -2.7508 -0.3858 -0.2575  0.12
H -0.0584 -1.2301 1.0062  0.15
H -1.0359 -1.5413 -1.6106  0.12

=====

[7]
Formula: C5H10O2
Source: the OMol25 dataset
Level of theory: ωB97M-V/def2-TZVPD

Values from the calculation:
Relative energy (zero: lowest compared OMol25 entry of this formula, charge and spin) = 445.9 kJ/mol
Maximum force = 0.47 eV Å⁻¹
Multiplicity = 1
DFT total energy = -9438.421 eV

Last column: Löwdin charge in e.
Cartesian coordinates (Å):
C 2.5412 -0.5239 0.0133  -0.08
C 1.0978 -0.8699 0.3297  -0.30
O 0.2348 0.0004 -0.3853  -0.19
C -1.5013 0.1638 0.1721  -0.19
C -1.3511 1.5366 0.4860  -0.07
C -2.1516 -0.2470 -1.1071  -0.24
O -2.8163 -1.2487 -1.2190  0.07
H 2.7673 0.4980 0.3356  0.08
H 3.2221 -1.2078 0.5296  0.08
H 2.7227 -0.5917 -1.0640  0.08
H 0.8669 -1.8980 0.0253  0.12
H 0.9043 -0.7925 1.4135  0.12
H -1.5164 -0.5944 0.9529  0.14
H -1.3875 1.8330 1.5297  0.06
H -0.0232 1.0901 0.0801  0.14
H -1.7242 2.2589 -0.2382  0.06
H -2.0018 0.4615 -1.9459  0.14

=====

[8]
Formula: C5H10O2
Source: the OMol25 dataset
Level of theory: ωB97M-V/def2-TZVPD

Values from the calculation:
Relative energy (zero: lowest compared OMol25 entry of this formula, charge and spin) = 286.9 kJ/mol
Maximum force = 0.51 eV Å⁻¹
Multiplicity = 1
SMILES string = CC(=O)[C@H]1CCO1.[H][H]
DFT total energy = -9440.069 eV

Last column: Löwdin charge in e.
Cartesian coordinates (Å):
C 1.1961 -2.0234 0.2198  0.00
C 0.6965 -0.8093 -0.5196  -0.40
O 0.6560 -0.7409 -1.7309  0.05
C 0.2461 0.3663 0.3359  -0.28
C -1.0540 1.0594 -0.0854  -0.09
C -1.5895 0.5257 1.2516  -0.15
O -0.3108 -0.0454 1.5935  -0.09
H 1.6574 -2.7172 -0.4850  0.09
H 1.9097 -1.7355 0.9995  0.09
H 0.3571 -2.5068 0.7305  0.09
H 1.1119 1.0316 0.4755  0.16
H -0.9897 2.1464 -0.1603  0.11
H -1.5065 0.6558 -0.9933  0.11
H -2.3672 -0.2439 1.1769  0.12
H -1.8978 1.2811 1.9822  0.12
H 1.0119 2.2429 -2.4289  0.05
H 0.8728 1.5130 -2.3619  0.02